[1]
Molecular formula: C3H3N3O
Method: DFT, wB97M-V/def2-TZVPD

Electronic energy, eV: -9674.1892
Relative energy (zero: lowest compared OMol25 entry of this formula, charge and spin), kJ/mol: 315.03
LUMO, eV: 0.0
SMILES string: Oc1cnncn1

The geometry in ORCA input format:
```
! RIJCOSX wB97M-V def2-TZVPD def2/J DEFGRID3
* xyz 0 1
O 1.75825 -0.34288 0.57676
C 0.75313 -0.03324 -0.19759
C 0.28895 1.33743 -0.25666
N -0.87017 1.38695 0.31967
N -1.39862 0.19009 0.72841
C -1.16789 -0.82872 -0.09332
N 0.01054 -0.98745 -0.72506
H 1.79240 -1.31816 0.61229
H 0.78026 2.17752 -0.74818
H -1.94686 -1.58154 -0.21633
*
```

[2]
Molecular formula: C8H15F2ISi
Method: DFT, wB97M-V/def2-TZVPD

Electronic energy, eV: -29950.3716
LUMO, eV: 0.1
SMILES string: CC[Si](F)(CC)CC.FC#CI

The geometry in ORCA input format:
```
! RIJCOSX wB97M-V def2-TZVPD def2/J DEFGRID3
* xyz 0 1
C 1.69961 1.71449 -0.85945
C 0.61884 1.12871 0.07505
Si -0.73673 0.28055 -0.95013
F -1.31713 1.32372 -2.01895
C -2.36462 -0.20183 0.10794
C -2.26234 -1.35739 1.23006
C -0.20997 -1.24779 -2.07045
C 1.31987 -1.64532 -1.93127
H 2.12508 0.87219 -1.51810
H 1.26984 2.38375 -1.69124
H 2.51928 2.24175 -0.50991
H 0.13996 1.80506 0.83789
H 0.96005 0.38542 0.79489
H -2.58214 0.64993 0.75918
H -3.22239 -0.53113 -0.48644
H -2.10058 -2.37807 0.66751
H -1.66792 -1.19100 2.13671
H -3.36389 -1.49416 1.48264
H -0.81675 -2.17295 -1.86154
H -0.43521 -0.77512 -3.01113
H 1.92853 -1.02926 -1.21798
H 1.33905 -2.66428 -1.54744
H 1.79626 -1.49545 -2.95235
F 3.33553 0.81420 3.65074
C 2.08158 1.09016 3.66352
C 0.92957 1.44190 3.59509
I -0.98338 2.05196 3.62516
*
```

[3]
Molecular formula: C6H8NO
Method: DFT, wB97M-V/def2-TZVPD

Electronic energy, eV: -9877.7843
Relative energy (zero: lowest compared OMol25 entry of this formula, charge and spin), kJ/mol: 250.49
LUMO, eV: -4.8

The geometry in ORCA input format:
```
! RIJCOSX wB97M-V def2-TZVPD def2/J DEFGRID3
* xyz 1 1
C 0.92076 -1.11088 -0.57688
C 1.14699 -2.28064 -0.78476
C -1.83632 0.12600 0.67888
C 0.32263 0.07317 -0.27678
C -2.56712 -1.09499 0.55862
C 2.13545 1.71147 -0.30776
N 0.78570 1.29563 -0.21990
O -1.96406 1.24619 0.92510
H -2.32283 -1.77550 1.34747
H -2.36665 -1.64870 -0.29109
H -3.65055 -0.82062 0.69790
H 2.25526 2.68628 -0.84890
H 2.51869 1.88120 0.68734
H 2.93376 0.92130 -0.51644
H 1.61870 -3.21930 -1.01474
H 0.06959 2.00938 -0.05806
*
```

[4]
Molecular formula: C3H10NO3
Method: DFT, wB97M-V/def2-TZVPD

Electronic energy, eV: -10905.9413
Relative energy (zero: lowest compared OMol25 entry of this formula, charge and spin), kJ/mol: 3.96
LUMO, eV: 4.2

The geometry in ORCA input format:
```
! RIJCOSX wB97M-V def2-TZVPD def2/J DEFGRID3
* xyz -1 1
C 0.94962 0.76225 0.53757
C 1.46593 -0.62632 0.17496
O 1.51930 -0.83884 -1.20966
N -0.51840 0.83492 0.65025
C -1.10890 0.53453 -0.73253
O -0.31350 0.89621 -1.73823
H 1.34852 1.55351 -0.10142
H 1.32805 1.06494 1.52334
H 2.44351 -0.73406 0.66206
H 0.83283 -1.34922 0.70282
H 0.84739 -0.16509 -1.59298
H -0.79508 1.65171 1.17113
H -1.24053 -0.56090 -0.67222
H -2.12029 0.98540 -0.75056
H -1.09834 -0.47240 1.64508
H -1.46795 -1.93917 1.38610
O -1.63846 -1.23203 2.02698
*
```

[5]
Molecular formula: C30H84O12
Method: DFT, wB97M-V/def2-TZVPD

Electronic energy, eV: -57040.7986
Relative energy (zero: lowest compared OMol25 entry of this formula, charge and spin), kJ/mol: 77.59
LUMO, eV: 0.1
SMILES string: CC(C)O.CC(C)O.CC(C)O.CC(C)O.CC(C)O.CC(C)O.CC(C)O.CC(C)O.CC(C)O.CC(C)O.O.O

The geometry in ORCA input format:
```
! RIJCOSX wB97M-V def2-TZVPD def2/J DEFGRID3
* xyz 0 1
C 8.42886 5.54873 -5.40589
C 7.26334 5.71544 -4.36821
C 7.03459 7.19405 -4.00546
O 6.07380 5.20111 -4.98137
H 9.38972 5.67230 -4.90631
H 8.39149 6.31015 -6.18495
H 8.24793 4.54176 -5.78188
H 7.54286 5.24808 -3.42399
H 6.78867 7.31506 -2.95049
H 6.19009 7.59165 -4.56833
H 7.80467 7.95346 -4.14100
H 5.69002 5.78467 -5.63999
C 11.13725 4.65183 -10.13981
C 11.89244 5.83429 -9.45019
C 12.12211 5.45902 -8.02496
O 13.13541 6.00206 -10.05366
H 11.07026 4.87314 -11.20500
H 10.11421 4.43630 -9.83154
H 11.65296 3.69154 -10.14313
H 11.42340 6.79271 -9.67273
H 12.87222 6.07635 -7.53068
H 12.54081 4.46872 -7.84583
H 11.13867 5.55647 -7.56511
H 13.49143 5.11051 -10.05491
C 6.96729 5.76912 0.19535
C 7.19957 7.18565 0.64286
C 6.66290 7.53404 2.01631
O 8.60225 7.41616 0.57980
H 7.40888 4.96000 0.77710
H 7.24440 5.52228 -0.82953
H 5.89925 5.55590 0.23929
H 6.74850 7.84442 -0.09920
H 5.59444 7.32732 1.95491
H 6.86180 8.57022 2.28994
H 7.04811 6.95036 2.85239
H 9.06211 7.03973 1.33374
C 13.03962 5.23840 -0.91015
C 12.11233 5.53151 -2.04218
C 10.57870 5.40254 -1.76543
O 12.37461 6.82620 -2.49981
H 12.84853 4.23470 -0.53047
H 12.75438 5.99906 -0.18343
H 14.08212 5.37699 -1.19666
H 12.40815 4.85148 -2.84102
H 9.99074 5.54296 -2.67245
H 10.34493 6.12590 -0.98428
H 10.28318 4.44275 -1.34167
H 12.38188 7.42485 -1.74937
C 11.33886 4.68930 2.11532
C 11.05910 5.93448 2.86604
C 11.60431 7.23905 2.21560
O 9.62195 6.07046 3.02352
H 11.07624 4.77455 1.06087
H 10.86540 3.79221 2.51425
H 12.38948 4.40961 2.19332
H 11.38455 5.82598 3.90064
H 11.09573 7.45608 1.27627
H 12.69283 7.20322 2.17175
H 11.40872 8.09820 2.85725
H 9.41848 6.58612 3.80729
C 11.76502 13.54404 -5.14896
C 11.14047 14.71320 -5.89202
C 11.95004 15.18973 -7.10528
O 9.93698 14.21891 -6.48166
H 11.37539 13.45514 -4.13487
H 12.82610 13.76528 -5.03380
H 11.71894 12.60275 -5.69663
H 10.86571 15.49957 -5.18901
H 12.04595 14.41663 -7.86767
H 12.94706 15.52973 -6.82520
H 11.44549 16.02946 -7.58320
H 9.49372 13.67367 -5.82758
C 13.64941 9.89982 -2.54306
C 12.76965 10.29101 -1.37764
C 12.23607 11.66296 -1.57004
O 11.71861 9.42245 -1.27453
H 14.07658 8.91125 -2.37467
H 14.43487 10.65486 -2.51074
H 13.28651 9.77432 -3.56319
H 13.33301 10.16372 -0.45324
H 12.98308 12.41907 -1.81168
H 11.74974 11.94071 -0.63493
H 11.44603 11.71503 -2.31919
H 11.06814 9.69994 -0.62530
C 5.35477 10.21759 -5.73239
C 6.43288 10.27392 -6.85471
C 5.84100 10.29570 -8.26308
O 7.23458 11.42073 -6.68899
H 5.66995 10.00880 -4.71006
H 4.76784 9.32170 -5.93482
H 4.70444 11.08807 -5.81856
H 7.10110 9.41937 -6.74832
H 5.53971 9.29952 -8.58704
H 6.51825 10.67188 -9.02984
H 4.94037 10.90947 -8.24746
H 7.44867 11.49866 -5.75641
C 10.53309 9.94867 -7.12559
C 10.37408 11.00771 -8.20289
C 11.28078 10.61822 -9.37913
O 9.13791 10.79886 -8.73173
H 11.57695 9.77367 -6.86510
H 10.20126 8.93832 -7.36470
H 10.05336 10.25837 -6.19713
H 10.56520 11.98707 -7.76424
H 11.30121 9.54775 -9.58359
H 12.33054 10.82620 -9.17216
H 10.97040 11.22416 -10.23036
H 8.59376 10.96037 -7.95751
C 7.42209 12.83398 -3.07556
C 8.04049 11.44307 -2.71599
C 7.23618 10.46880 -1.88781
O 8.27220 10.89228 -4.01187
H 8.10461 13.49920 -3.60447
H 7.13039 13.34806 -2.15973
H 6.50198 12.74422 -3.65301
H 9.00052 11.49971 -2.20293
H 6.20759 10.41983 -2.24518
H 7.20123 10.93761 -0.90440
H 7.71632 9.49586 -1.78310
H 9.01617 10.31176 -3.83549
O 10.56979 9.03061 -3.74633
H 10.90940 9.13985 -2.85809
H 10.78102 8.12529 -3.97436
O 9.73208 9.78674 0.44530
H 9.37443 9.97866 1.31218
H 9.14561 9.12119 0.08569
*
```

[6]
Molecular formula: C26H20F5O2RuS3
Method: DFT, wB97M-V/def2-TZVPD

Electronic energy, eV: -80019.1763
LUMO (spin up / spin down), eV: -10.8 / -13.8

The geometry in ORCA input format:
```
! RIJCOSX wB97M-V def2-TZVPD def2/J DEFGRID3
* xyz 3 5
Ru 0.15767 -0.42233 0.01487
F 5.08122 -4.27058 -0.16907
C 4.43383 -3.28661 0.47922
C 3.37667 -3.60387 1.38526
F 3.01075 -4.89625 1.50087
C 2.62370 -2.56396 1.87177
F 1.66527 -2.82502 2.76744
C 2.79442 -1.26598 1.42020
S 1.50644 -0.04239 1.70683
C 3.80386 -0.92187 0.60072
F 3.96451 0.37229 0.19554
C 4.62611 -1.91188 0.08718
F 5.44426 -1.63749 -0.91951
O -1.50683 -1.26160 0.82695
S -1.61052 0.05926 1.74215
C -1.24999 -0.40163 3.43077
C -1.51332 0.49915 4.45247
C -1.14172 0.21995 5.78889
C -0.20944 -0.77016 6.01279
C 0.20646 -1.58430 4.93967
C -0.49142 -1.56633 3.70514
C -3.38629 0.50298 1.65723
C -4.29953 -0.41217 1.23270
C -5.64730 -0.12892 1.30576
C -6.13555 1.06488 1.83073
C -5.18557 2.06233 2.12312
C -3.83101 1.77720 2.04025
H -2.11633 1.38639 4.18075
H -1.56674 0.82124 6.55395
H 0.03531 -1.06173 7.00699
H 1.02045 -2.28404 5.10829
H -0.43955 -2.42855 3.01565
H -3.95302 -1.38750 0.93105
H -6.40178 -0.75032 1.00500
H -7.16105 1.15492 2.10623
H -5.52978 3.00541 2.53928
H -3.10800 2.64015 2.04468
C 0.83836 3.87555 -6.41712
C 0.97788 2.89233 -5.32931
C -0.13839 2.37971 -4.55472
C 0.06845 1.53020 -3.50158
C 1.32820 0.95446 -3.26777
C 2.43205 1.45476 -3.96493
C 2.26693 2.43462 -4.90714
S 1.48059 -0.40329 -2.06726
C 1.66067 -1.81689 -3.17062
O -0.15297 -0.91800 -1.79450
H 1.23395 3.44479 -7.37670
H 1.40562 4.80054 -6.22513
H -0.26312 4.10463 -6.56848
H -1.19971 2.62801 -4.86532
H -0.74865 1.23645 -2.84796
H 3.45804 1.03129 -3.88313
H 3.11858 2.76491 -5.47639
H 1.06569 -1.53483 -4.06804
H 1.22248 -2.76154 -2.69183
H 2.67917 -1.97838 -3.54390
*
```